<A>
The following is a quantum chemistry calculation of a cluster of 2 separate species, C4H14NS in total, from the OMol25 dataset.

XYZ file:
```
20
Properties=species:S:1:pos:R:3:nbo_charge:R:1
C 1.942 -0.974 0.356 -0.648
C 1.992 0.528 0.156 -0.214
N 3.333 1.052 0.621 -0.667
H 0.955 -1.327 0.069 0.281
H 2.686 -1.452 -0.282 0.223
H 2.137 -1.244 1.395 0.219
H 1.904 0.775 -0.900 0.233
H 1.235 1.077 0.713 0.229
H 3.458 0.810 1.604 0.440
H 3.446 2.056 0.518 0.446
H 4.090 0.585 0.112 0.442
C -2.375 0.705 -1.410 -0.739
S -1.708 -0.736 -0.550 0.161
C -1.949 -0.173 1.172 -0.734
H -1.796 1.600 -1.180 0.204
H -3.415 0.875 -1.144 0.227
H -2.315 0.510 -2.478 0.241
H -1.795 -0.996 1.862 0.236
H -1.216 0.612 1.367 0.187
H -2.943 0.237 1.319 0.232
```

Output
- net charge = +1
- frontier orbital gap (eV) = 7.63
- LUMO energy (eV) = -3.79



<B>
The following is a quantum chemistry calculation of a cluster of 2 separate species, C4H14NS in total, from the OMol25 dataset.

XYZ file:
```
20
Properties=species:S:1:pos:R:3:nbo_charge:R:1
C -0.025 1.957 -0.460 -0.548
C 0.490 2.712 0.815 -0.617
S -1.524 1.162 0.135 -0.017
H -0.116 2.764 -1.197 0.250
H 0.819 1.283 -0.722 0.173
H 1.167 3.426 0.373 0.229
H -2.186 0.856 -1.009 0.134
H 1.167 2.106 1.404 0.209
H -0.267 3.179 1.432 0.237
C 1.260 -1.944 0.171 -0.178
C 1.053 -3.406 0.339 -0.683
N 0.139 -1.425 -0.892 -0.749
H 0.972 -1.295 1.010 0.231
H 2.204 -1.717 -0.335 0.234
H 0.746 -3.868 -0.614 0.228
H 0.282 -3.710 1.047 0.246
H -0.647 -2.082 -0.933 0.452
H 0.030 -0.459 -0.529 0.461
H 0.540 -1.207 -1.826 0.435
H 1.907 -4.056 0.468 0.273
```

Output
- net charge = +1
- frontier orbital gap (eV) = 9.87
- LUMO energy (eV) = -3.34



<C>
The following is a quantum chemistry calculation of a cluster of 2 separate species, C4H14NS in total, from the OMol25 dataset.

XYZ file:
```
20
Properties=species:S:1:pos:R:3:nbo_charge:R:1
C -0.670 1.462 -1.113 -0.242
C -0.316 0.516 -2.257 -0.556
S -0.273 1.491 -3.831 0.024
N -0.839 0.631 0.145 -0.694
H -1.608 2.012 -1.326 0.244
H 0.101 2.234 -0.909 0.244
H -1.068 -0.335 -2.307 0.224
H 0.670 -0.047 -2.006 0.230
H 0.142 0.566 -4.637 0.148
H -1.040 1.198 0.988 0.451
H -0.002 0.068 0.386 0.465
H -1.662 0.001 0.018 0.446
C 1.125 -0.531 2.295 -0.640
C 0.527 -1.886 1.895 -0.630
H 1.522 0.004 1.407 0.175
H 2.006 -0.697 2.928 0.255
H 0.448 0.078 2.889 0.211
H 1.124 -2.429 1.161 0.227
H 0.320 -2.520 2.806 0.247
H -0.507 -1.814 1.468 0.171
```

Output
- net charge = +1
- frontier orbital gap (eV) = 9.37
- LUMO energy (eV) = -3.60



Winner for stability: <A>



<A>
The following is a quantum chemistry calculation of a structure of composition CH3IO2P, from the OMol25 dataset.

XYZ file:
```
8
Properties=species:S:1:pos:R:3:nbo_charge:R:1
C 0.143 -0.262 0.549 -0.383
O 0.360 -0.803 -0.904 -0.781
O -1.633 1.075 2.673 -1.136
P -1.456 -0.357 2.318 1.034
I 0.380 -1.152 3.940 -0.482
H 1.084 -0.502 1.126 0.151
H 0.538 -1.816 -0.764 0.450
H 0.016 0.765 0.477 0.148
```

Output
- net charge = -1
- frontier orbital gap (eV) = 6.74
- LUMO energy (eV) = 3.29



<B>
The following is a quantum chemistry calculation of the ion CH3IO2P with charge -1, from the OMol25 dataset.

XYZ file:
```
8
Properties=species:S:1:pos:R:3:nbo_charge:R:1
C -0.139 0.176 0.041 -1.031
O -1.684 2.053 -1.261 -1.139
O -1.613 2.008 1.279 -1.149
P -1.570 1.292 -0.018 2.087
I -3.410 -0.391 -0.005 -0.445
H 0.096 -0.234 1.013 0.230
H -0.186 -0.783 -0.419 0.228
H 0.639 0.712 -0.324 0.220
```

Output
- net charge = -1
- frontier orbital gap (eV) = 8.16
- LUMO energy (eV) = 3.22



Winner for stability: <B>



<A>
The following is a quantum chemistry calculation of a cluster of 2 separate species, C4H10NOS in total, from the OMol25 dataset.

XYZ file:
```
17
Properties=species:S:1:pos:R:3:nbo_charge:R:1
C 1.194 -1.436 1.102 -0.230
C 2.013 -0.242 0.750 -0.224
C -0.944 0.589 -2.458 -0.732
C -1.211 0.936 0.327 0.163
N 0.806 -0.111 1.565 -0.608
O -2.069 -0.094 0.193 -0.623
S -0.374 1.479 -0.957 0.540
H 0.554 -1.829 0.460 0.193
H 1.573 -2.061 1.857 0.213
H 2.824 -0.103 1.275 0.201
H 2.040 0.249 -0.336 0.194
H -2.017 0.520 -2.506 0.257
H -0.695 -0.369 -2.298 0.236
H -0.579 0.914 -3.427 0.282
H -1.217 1.538 1.158 0.229
H 0.953 0.078 2.514 0.379
H -2.850 -0.059 0.780 0.531
```

Output
- net charge = +1
- frontier orbital gap (spin up / spin down) (eV) = 8.95 / 8.95
- LUMO energy (spin up / spin down) (eV) = -4.80 / -4.80



<B>
The following is a quantum chemistry calculation of a cluster of 2 separate species, C4H10NOS in total, from the OMol25 dataset.

XYZ file:
```
17
Properties=species:S:1:pos:R:3:nbo_charge:R:1
C -0.858 1.806 -0.173 -0.406
C 0.716 1.900 -0.213 -0.502
C -1.262 0.345 0.241 -0.231
C 1.089 0.458 -0.179 0.231
N 0.006 -0.331 -0.060 -0.493
O -0.039 -3.110 0.049 -0.973
S 2.637 -0.284 -0.150 0.215
H -1.363 2.478 0.682 0.245
H -1.315 2.137 -1.059 0.240
H 0.999 2.262 -1.201 0.274
H 1.188 2.613 0.482 0.286
H -1.462 0.237 1.312 0.217
H -2.163 -0.140 -0.250 0.247
H 0.068 -1.356 -0.180 0.460
H -0.345 -3.210 0.938 0.483
H -0.127 -4.160 -0.175 0.521
H 2.233 -1.645 -0.063 0.186
```

Output
- net charge = +1
- frontier orbital gap (eV) = 10.21
- LUMO energy (eV) = -4.09



Winner for stability: <B>